(1)
The following is a quantum chemistry calculation of a structure of composition C11H18N3S, from the OMol25 dataset.

```
! RIJCOSX wB97M-V def2-TZVPD def2/J DEFGRID3
* xyz 1 1
C -0.13 0.56 0.11
C 0.41 1.92 -0.03
C -2.67 -1.71 1.60
C -1.51 -1.20 1.06
C -1.40 0.08 0.31
C 3.04 0.46 1.52
C 3.36 0.25 -0.72
C 2.13 0.66 0.24
C -0.47 3.05 -0.16
C -2.76 0.78 0.04
C 0.73 -1.62 -1.80
N 1.70 1.98 -0.04
N 1.07 -0.23 0.16
N 0.97 -1.56 -0.37
S 3.91 -0.86 0.60
H -2.71 -2.50 2.20
H -3.58 -1.29 1.44
H -0.66 -1.82 1.39
H 3.67 1.42 1.69
H 2.67 0.02 2.41
H 2.95 0.04 -1.74
H 4.20 0.90 -0.91
H -1.28 3.14 0.56
H -0.98 3.16 -1.26
H 0.13 3.97 -0.15
H -2.47 1.73 -0.48
H -3.23 0.90 1.06
H -3.40 0.26 -0.69
H -0.40 -1.70 -2.09
H 1.11 -0.65 -2.28
H 1.25 -2.53 -2.26
H 0.18 -2.05 0.08
H 1.99 -1.91 -0.18
*
```

Output
HOMO energy: -11.751 eV
Energy above the lowest of the compared OMol25 structures with the same formula, charge and spin: 4.631 eV
E_tot: -991.9736 hartree
LUMO energy: -0.1391 Eh

(2)
The following is a quantum chemistry calculation of a structure of composition C11H18N4O3, from the OMol25 dataset.

```
! RIJCOSX wB97M-V def2-TZVPD def2/J DEFGRID3
* xyz 0 1
C 1.50 -0.47 -0.14
C 1.03 -0.16 1.30
C 2.69 -1.53 -0.22
C 2.72 -2.39 -1.46
C 4.09 -1.04 0.12
C -0.80 1.22 0.08
C -0.26 2.62 -0.56
C -2.36 1.07 0.04
C -2.71 -0.25 -0.15
C -3.43 -1.03 0.81
C -2.63 -2.38 -0.74
H 3.20 0.63 -1.23
H 2.19 1.55 0.31
H 0.65 -1.09 -0.63
H 2.52 -2.10 0.76
H 1.75 -2.88 -1.64
H 2.95 -1.64 -2.37
H 3.69 -3.07 -1.37
H 4.38 -0.05 -0.34
H 4.78 -1.88 -0.11
H 4.07 -1.08 1.48
H 0.32 1.46 2.20
H -0.50 0.68 -0.88
H -2.81 1.40 0.85
H -2.68 1.90 -0.73
H -3.68 -0.78 2.00
H -2.44 -3.49 -1.15
H -3.69 -3.23 0.75
H 0.95 3.90 -0.18
N 1.94 0.76 -0.66
N -0.01 0.75 1.21
N -2.32 -1.09 -1.25
N -3.43 -2.19 0.32
O 1.51 -0.53 2.35
O -0.44 3.35 -1.60
O 0.44 3.21 0.55
*
```

Output
HOMO energy: -8.660 eV
Energy above the lowest of the compared OMol25 structures with the same formula, charge and spin: 10.891 eV
E_tot: -874.3620 hartree
LUMO energy: 0.0134 Eh

(3)
The following is a quantum chemistry calculation of an isolated molecule of C11H18N4O4, from the OMol25 dataset.

```
! RIJCOSX wB97M-V def2-TZVPD def2/J DEFGRID3
* xyz 0 1
O 3.79 3.39 3.95
O 3.68 1.24 4.45
O -1.77 1.26 -1.54
N 3.92 2.68 1.23
O 0.80 1.80 -0.88
C 3.48 2.09 0.18
C 2.98 0.56 1.79
C 3.63 1.78 2.28
N 2.99 0.75 0.42
N 3.75 2.18 3.62
C 2.23 -0.08 -0.51
C -3.27 -2.26 -0.23
C -2.74 -2.14 -1.62
C -2.40 -1.37 0.71
C 0.85 0.45 -0.40
C -2.53 -0.72 -1.96
C -2.07 0.06 0.23
C -0.19 -0.30 -1.30
N -1.56 0.09 -1.16
H -0.16 2.14 -1.09
H 3.49 2.44 -0.89
H 2.59 -0.15 2.52
H 2.75 0.06 -1.48
H 2.32 -1.21 -0.34
H -3.26 -3.31 0.04
H -4.32 -1.88 -0.15
H -3.47 -2.56 -2.38
H -1.70 -2.72 -1.74
H -1.53 -2.00 0.90
H -3.01 -1.38 1.63
H 0.45 0.38 0.61
H -3.45 -0.10 -2.02
H -2.02 -0.77 -2.90
H -1.42 0.59 0.86
H -2.99 0.60 0.39
H 0.30 -0.23 -2.27
H -0.15 -1.38 -0.96
*
```

Output
HOMO energy: -9.086 eV
Energy above the lowest of the compared OMol25 structures with the same formula, charge and spin: 8.020 eV
E_tot: -949.6657 hartree
SMILES: O=[N+]([O-])c1cn(C[C@@H](O)C[N+]2([O-])CCCCC2)cn1
LUMO energy: -0.0104 Eh

(4)
The following is a quantum chemistry calculation of the ion C11H18NO with charge +1, from the OMol25 dataset.

```
! RIJCOSX wB97M-V def2-TZVPD def2/J DEFGRID3
* xyz 1 1
C -1.68 -1.32 0.98
C -1.16 -0.87 2.26
C -0.53 -1.68 -0.08
C 0.89 0.77 1.68
C 0.33 2.20 -0.54
C 1.28 1.29 0.24
C -0.64 0.62 2.02
C 0.42 0.75 -0.85
C -0.24 -0.57 -1.09
C 0.79 -0.14 -2.07
C 1.84 -0.52 -2.96
N -0.74 -0.36 -2.43
O -1.11 1.43 2.99
H -2.11 -2.30 1.07
H -2.46 -0.71 0.56
H -1.93 -0.75 3.04
H -0.25 -1.33 2.68
H 0.45 -1.91 0.43
H -0.96 -2.45 -0.78
H 1.37 -0.20 1.62
H 1.29 1.15 2.62
H -0.41 2.76 0.04
H 0.83 2.96 -1.18
H 2.39 1.39 0.11
H -1.16 0.89 1.06
H 1.65 -1.42 -3.47
H 2.92 -0.53 -2.54
H 1.88 0.31 -3.73
H -0.98 -1.16 -2.94
H -1.46 0.42 -2.51
H -0.52 1.28 3.77
*
```

Output
HOMO energy: -12.784 eV
Energy above the lowest of the compared OMol25 structures with the same formula, charge and spin: 4.685 eV
E_tot: -559.5113 hartree
SMILES: C[C@@]12[NH2+][C@@]13CCC[C@@H](O)C[C@@H]1C[C@]123
LUMO energy: -0.1101 Eh

- Which of these has the lowest energy above the lowest of the compared OMol25 structures with the same formula, charge and spin?
  C11H18N3S